C47H54BrClIN6O2SSiTi as an isolated structure at a distorted geometry. Source: the OMol25 dataset; level of theory: ωB97M-V/def2-TZVPD.

Computed properties:
⟨S²⟩ = 0.8037
HOMO-LUMO gap (alpha / beta) = 6.206 / 6.906 eV
LUMO energy (alpha / beta) = -0.331 / -0.432 eV
Energy relative to the best compared isomer or geometry (same formula, charge and spin) = 5.9 kcal/mol

```
! RIJCOSX wB97M-V def2-TZVPD def2/J DEFGRID3
* xyz 0 2
Ti 1.46526 -0.63228 0.44836
O 1.79413 -0.37936 4.44608
C 2.16795 0.03848 3.37367
O 1.72698 -0.46944 2.22825
C 3.21244 1.14949 3.40139
C 3.63976 1.59187 4.67588
C 4.63738 2.51755 4.75124
C 5.18929 3.04291 3.56217
C 6.22912 3.99889 3.53370
C 6.69911 4.47421 2.34181
C 6.14224 4.03113 1.12328
C 5.14238 3.10046 1.11833
C 4.65676 2.57207 2.33712
N 3.70157 1.61312 2.29079
H 3.16510 1.17208 5.55047
H 5.01217 2.85996 5.70850
H 6.64185 4.35180 4.47149
H 7.49404 5.20841 2.32453
H 6.50335 4.44283 0.18992
H 4.68357 2.75689 0.19911
S 0.72057 1.61589 0.46588
C 0.62404 1.70627 -1.31948
N 0.26592 2.81471 -1.94196
N -0.04930 3.85410 -1.18174
C -0.80025 4.90785 -1.67240
C -1.17625 5.93544 -0.80370
C -1.93312 6.99444 -1.27106
C -2.33219 7.04317 -2.59986
C -1.96519 6.01658 -3.46085
C -1.20500 4.95240 -3.01037
N 0.82322 0.63316 -2.05598
N 0.95388 -0.54931 -1.41811
C 0.85792 -1.60683 -2.35885
C 0.12890 -2.75847 -2.06026
C 0.06520 -3.80622 -2.96726
C 0.69886 -3.71531 -4.19487
C 1.37200 -2.54460 -4.52417
C 1.44167 -1.49734 -3.62532
H 0.07623 3.77178 -0.17764
H -0.87586 5.88414 0.23724
H -2.21179 7.79248 -0.59490
H -2.92950 7.87058 -2.95913
H -2.28010 6.05014 -4.49604
H -0.91936 4.13596 -3.65801
H -0.41981 -2.82459 -1.13069
H -0.49679 -4.69557 -2.70749
H 0.65921 -4.53783 -4.89716
H 1.84012 -2.44450 -5.49536
H 1.95533 -0.58220 -3.87457
I 0.21658 -3.12923 3.61600
C 1.12847 -3.87335 1.88686
C 1.27696 -5.25534 1.85173
C 1.90962 -5.84387 0.77378
C 2.38974 -5.02922 -0.23365
C 2.20007 -3.66821 -0.12335
N 1.57119 -3.07079 0.90356
H 0.90316 -5.84898 2.67209
H 2.03731 -6.91760 0.73357
H 2.89638 -5.42726 -1.10155
H 2.58312 -3.01638 -0.89021
Cl 6.02631 -2.41780 -5.18101
C 5.32902 -1.94442 -3.66220
C 5.36070 -2.81728 -2.58964
C 4.79575 -2.43610 -1.38248
C 4.16790 -1.19511 -1.22493
C 3.56586 -0.75690 0.05399
C 4.18394 -0.32927 -2.32554
C 4.75515 -0.68986 -3.53126
H 5.84486 -3.77916 -2.69591
H 4.87291 -3.10349 -0.53159
H 3.81210 0.28896 0.22450
H 3.94300 -1.35044 0.89389
H 3.73973 0.65462 -2.21937
H 4.76742 -0.00321 -4.36738
C -5.18963 1.26219 -0.55115
C -3.73932 0.98207 -0.12870
C -3.26435 2.10547 0.80518
C -2.85161 1.03241 -1.37693
Si -3.60800 -0.72451 0.75264
Br -1.29011 -1.20237 0.85959
C -4.24335 -2.23505 -0.27553
C -5.76899 -2.35418 -0.13195
C -3.59898 -3.55775 0.17268
C -3.90181 -2.06704 -1.76365
C -4.10407 -0.72870 2.61699
C -5.51649 -0.14377 2.77483
C -4.09437 -2.15457 3.18758
C -3.12660 0.09370 3.47186
H -5.24749 2.25575 -1.00408
H -5.87771 1.23834 0.29731
H -5.53415 0.53981 -1.29436
H -3.23490 3.04393 0.24185
H -2.25698 1.91068 1.17847
H -3.94169 2.24866 1.64903
H -2.90712 2.03383 -1.81524
H -3.14950 0.32201 -2.14434
H -1.81350 0.84210 -1.12279
H -6.05571 -2.62725 0.88567
H -6.14083 -3.13387 -0.80246
H -6.27533 -1.42155 -0.39260
H -3.69981 -3.74155 1.24014
H -2.53809 -3.57448 -0.07520
H -4.08066 -4.38325 -0.36019
H -4.47004 -1.25727 -2.22275
H -4.15687 -2.98972 -2.29352
H -2.83517 -1.88497 -1.91101
H -6.25054 -0.67996 2.16842
H -5.54547 0.91156 2.49700
H -5.82781 -0.21899 3.82048
H -4.83598 -2.79594 2.71007
H -4.33552 -2.11069 4.25373
H -3.10509 -2.60755 3.09047
H -3.12613 1.15003 3.21191
H -2.10657 -0.28435 3.38697
H -3.42395 0.00911 4.52169
*
```

These are the Mulliken partial charges, in e, on atoms 1 to 2: atom 1 (Ti): -0.920, atom 2 (O): -0.612

=====

CH3Cl2OP in the gas phase at a distorted geometry. Source: the OMol25 dataset; level of theory: ωB97M-V/def2-TZVPD.

Computed properties:
HOMO-LUMO gap = 10.253 eV
LUMO energy = 0.405 eV
SMILES = OCP(Cl)Cl
Energy relative to the best compared isomer or geometry (same formula, charge and spin) = 48.3 kcal/mol

```
! RIJCOSX wB97M-V def2-TZVPD def2/J DEFGRID3
* xyz 0 1
O -0.61778 0.25259 1.60709
C 0.17429 -0.44516 0.58325
P -0.56047 0.07310 -1.10540
Cl 0.71116 1.67449 -1.42574
Cl 0.33097 -1.12215 -2.36664
H -1.04407 1.05747 1.13700
H 1.11787 0.01551 0.66904
H -0.11196 -1.50584 0.90139
*
```

These are the natural (NBO) partial charges, in e, on atoms 1 to 2: atom 1 (O): -0.721, atom 2 (C): -0.382

=====

C8H10F6O4Sn as an isolated structure at a distorted geometry. Source: the OMol25 dataset; level of theory: ωB97M-V/def2-TZVPD.

Computed properties:
HOMO-LUMO gap = 5.783 eV
LUMO energy = -11.874 eV

```
! RIJCOSX wB97M-V def2-TZVPD def2/J DEFGRID3
* xyz 2 1
Sn 15.42888 18.22257 -13.16566
C 19.35262 12.74390 -11.51212
C 18.58513 14.03889 -11.61900
O 19.07433 14.65734 -12.83717
C 18.61976 15.80150 -13.25976
O 17.59397 16.34948 -12.89685
C 19.54863 16.27359 -14.40227
F 19.36327 15.57437 -15.52407
F 19.39429 17.58502 -14.63966
F 20.81693 16.10486 -14.04028
H 19.40263 12.26358 -12.48909
H 18.97304 11.99039 -10.82091
H 20.36971 12.85823 -11.13554
H 18.79886 14.70279 -10.78046
H 17.50354 13.93390 -11.70781
C 10.34105 15.49937 -12.65161
C 11.18585 16.77278 -12.47149
O 11.27120 17.02316 -11.07844
C 12.33666 17.62016 -10.60030
O 13.37546 17.82480 -11.20539
C 12.20389 17.86719 -9.09163
F 13.23159 17.26971 -8.48931
F 12.28306 19.19712 -8.90728
F 11.05918 17.50123 -8.55280
H 9.38016 15.51251 -12.13649
H 10.84506 14.68179 -12.13038
H 10.17422 15.19486 -13.68200
H 10.77064 17.64381 -12.97936
H 12.15884 16.53504 -12.90897
*
```

These are the natural (NBO) partial charges, in e, on atoms 1 to 2: atom 1 (Sn): 1.895, atom 2 (C): -0.654

=====

C14H13BF4MoN6S3 as an isolated structure at a distorted geometry. Source: the OMol25 dataset; level of theory: ωB97M-V/def2-TZVPD.

Computed properties:
HOMO-LUMO gap (alpha / beta) = 5.173 / 4.972 eV
LUMO energy (alpha / beta) = -10.292 / -10.427 eV
Energy relative to the best compared isomer or geometry (same formula, charge and spin) = 13.0 kcal/mol

```
! RIJCOSX wB97M-V def2-TZVPD def2/J DEFGRID3
* xyz 2 1
Mo 8.14220 10.77743 8.75690
C 5.71583 16.87859 8.27597
C 6.52816 15.98644 9.17592
N 6.00837 14.58666 9.22839
C 6.88110 13.56148 9.12693
S 6.43829 12.24212 8.15310
N 7.92102 13.63079 9.93497
N 8.56547 12.45868 10.04544
C 9.46515 12.37602 10.97626
C 9.60992 13.40184 12.06994
C 10.21562 11.11963 10.80795
C 11.07966 10.53756 11.73567
C 11.64443 9.31495 11.36371
C 11.22240 8.68142 10.17397
C 10.38281 9.28000 9.31345
N 9.89254 10.52575 9.59880
H 6.36422 17.60718 7.74958
H 5.03184 17.52086 8.88306
H 5.12282 16.35247 7.53283
H 6.51830 16.37118 10.21725
H 7.61840 15.98328 8.87076
H 5.06617 14.46926 8.77759
H 9.20488 12.89043 12.98358
H 8.86174 14.16861 11.84079
H 10.58068 13.77755 12.24666
H 11.29687 10.92418 12.76049
H 12.41063 8.88724 11.97409
H 11.68715 7.79012 9.88296
H 10.05695 8.86605 8.36708
S 6.93148 9.20820 9.91340
C 7.30320 8.17609 8.54776
S 7.91337 8.96899 7.15466
C 7.25332 6.76004 8.76211
C 7.21112 6.23721 10.05061
N 7.23136 5.94565 11.20620
C 7.02553 5.90088 7.70455
N 6.83435 5.06137 6.90526
F 9.28802 11.46139 7.35485
B 12.54684 10.21725 5.95998
F 12.19537 10.00113 7.22475
F 13.44012 11.22502 5.77116
F 11.91525 9.44269 5.01182
*
```

These are the natural (NBO) partial charges, in e, on atoms 1 to 2: atom 1 (Mo): 0.948, atom 2 (C): -0.648

=====

C16H18BrNRu as an isolated structure at a distorted geometry. Source: the OMol25 dataset; level of theory: ωB97M-V/def2-TZVPD.

Computed properties:
⟨S²⟩ = 6.0348
HOMO-LUMO gap (alpha / beta) = 6.309 / 5.762 eV
LUMO energy (alpha / beta) = 0.301 / -1.835 eV
Energy relative to the best compared isomer or geometry (same formula, charge and spin) = 14.1 kcal/mol

```
! RIJCOSX wB97M-V def2-TZVPD def2/J DEFGRID3
* xyz 0 5
C -0.79303 -1.06013 -2.90261
C -0.84243 -2.04783 -1.90941
C -1.55543 -1.51363 -0.80821
H -0.38203 -3.01783 -1.94841
C -1.95963 -0.20763 -1.13881
C -1.46263 0.09367 -2.41471
H -1.58173 1.03007 -2.93071
H -0.31853 -1.15393 -3.86281
H -1.71523 -2.00073 0.13489
H -2.49473 0.46477 -0.49701
Ru 0.38177 -0.30113 -1.08271
Br 1.18907 -2.14503 0.49699
C 2.34967 0.84257 -0.72931
C 1.52917 1.60997 -1.59201
C 1.36677 0.88437 -2.78031
H 1.07607 2.55407 -1.35181
C 2.07307 -0.34113 -2.65181
C 2.70427 -0.34153 -1.39941
H 3.29797 -1.13783 -0.99471
H 2.61147 1.09487 0.28069
H 0.79687 1.19687 -3.63651
H 2.12807 -1.12773 -3.38351
C 1.94557 1.31557 2.39069
C 0.54517 0.79217 2.23559
C -0.14373 0.86967 3.42119
C -1.34493 0.36057 3.22529
C -1.43393 -0.04643 1.91489
C -2.86143 -0.60133 1.70299
N -0.21793 0.19707 1.20439
H 2.67947 0.49707 2.21879
H 2.17967 1.64077 3.42919
H 2.07287 2.25717 1.81509
H 0.20157 1.26417 4.37039
H -2.11073 0.29547 3.99199
H -3.00393 -1.45653 2.40029
H -3.57873 0.19477 2.00319
H -3.32773 -0.95533 0.77829
*
```

These are the Mulliken partial charges, in e, on atoms 1 to 2: atom 1 (C): -0.753, atom 2 (C): -0.272

=====

A 2-piece molecular cluster, C2H2Cl4Si overall at a distorted geometry. Source: the OMol25 dataset; level of theory: ωB97M-V/def2-TZVPD.

Computed properties:
HOMO-LUMO gap = 11.247 eV
LUMO energy = 0.484 eV
SMILES = C#C[Si](Cl)(Cl)Cl.Cl
Energy relative to the best compared isomer or geometry (same formula, charge and spin) = 28.7 kcal/mol

```
! RIJCOSX wB97M-V def2-TZVPD def2/J DEFGRID3
* xyz 0 1
C 0.38864 0.42631 1.49033
C 0.16463 -0.49893 0.69393
Si -0.31062 -1.61686 -0.68013
Cl -2.29061 -1.47767 -1.14484
Cl 0.41543 -3.44846 -0.19847
Cl 0.93564 -1.03615 -2.18511
H 0.64930 1.22275 2.08647
Cl 0.31997 3.13330 -0.57676
H -0.27236 3.29572 0.51458
*
```

These are the natural (NBO) partial charges, in e, on atoms 1 to 2: atom 1 (C): -0.118, atom 2 (C): -0.547